(1)
C38H45N4O4RhS5SbTe as an isolated structure, computed with wB97M-V/def2-TZVPD.

Properties
Energy: -125299.590 eV
Strongest force on any atom: 0.44 eV Å⁻¹
Charge: -2
Expectation value of S²: 0.758
Kohn-Sham gap (alpha / beta): 5.07 / 5.04 eV
Relative energy (zero: lowest compared OMol25 entry of this formula, charge and spin): 71.2 kJ/mol
Spin multiplicity: 2

The geometry in XYZ format:
```
99
C38H45N4O4RhS5SbTe wB97M-V/def2-TZVPD
Rh 0.6442 0.2897 -0.5724
S -1.9217 2.2845 0.0063
C -0.7130 1.2836 -0.2046
C -2.3153 -3.2572 3.8752
C -2.8798 -1.8884 4.2570
C -4.3179 -2.0277 4.7432
Sb -2.4104 -0.4968 2.6158
C -4.3036 -0.3980 1.5292
C -4.6993 -1.7668 0.9831
C -5.4672 0.2816 2.2399
C -2.5718 1.3750 3.7385
C -3.4099 1.3377 5.0098
C -1.1608 1.8817 4.0252
H -2.3694 -3.9577 4.7177
H -1.2751 -3.1959 3.5503
H -2.8834 -3.6961 3.0491
H -2.2738 -1.4867 5.0779
H -4.9587 -2.4477 3.9644
H -4.7520 -1.0783 5.0530
H -4.3686 -2.7104 5.6020
H -4.0070 0.2244 0.6815
H -4.9669 -2.4653 1.7815
H -3.8971 -2.2118 0.3927
H -5.5694 -1.6750 0.3230
H -5.7995 -0.2860 3.1121
H -6.3256 0.3663 1.5616
H -5.2110 1.2901 2.5690
H -3.0370 2.0568 3.0223
H -2.9949 0.6437 5.7461
H -4.4427 1.0448 4.8195
H -3.4277 2.3293 5.4793
H -0.5966 1.1779 4.6460
H -1.1914 2.8390 4.5592
H -0.5951 2.0317 3.1034
Te 1.5893 -0.1917 1.8825
C 2.7161 1.3503 2.7319
C 3.2968 1.4111 3.9740
C 3.9594 2.6412 4.2172
C 3.8699 3.4951 3.1536
S 2.9869 2.8052 1.8648
H 3.2465 0.5929 4.6791
H 4.4802 2.8812 5.1348
H 4.2871 4.4866 3.0710
S 0.8345 0.6351 -7.0161
C 0.9060 1.4209 -5.5366
S 1.9524 0.9144 -4.2626
C 1.3417 2.1763 -3.1963
N 0.4270 2.8974 -3.7718
N 0.1882 2.4681 -5.0740
C -0.8615 3.1583 -5.7354
C -1.9233 3.6273 -4.9638
C -2.9614 4.3161 -5.5676
C -2.9536 4.5495 -6.9368
C -1.8881 4.0889 -7.6949
C -0.8403 3.3963 -7.1047
S 1.9193 2.3538 -1.5979
H -1.9124 3.4487 -3.8985
H -3.7843 4.6695 -4.9586
H -3.7692 5.0861 -7.4060
H -1.8627 4.2681 -8.7631
H -0.0156 3.0338 -7.6968
O 3.7917 -0.9452 0.2550
C 3.3935 -1.1493 -0.9034
O 2.2706 -0.8916 -1.4125
C 4.3638 -1.8461 -1.8516
C 5.6705 -2.0896 -1.4413
C 6.5629 -2.7320 -2.2802
C 6.1189 -3.1311 -3.5316
C 4.8236 -2.9032 -3.9670
C 3.9463 -2.2527 -3.1144
N 7.0577 -3.8254 -4.4228
O 8.2018 -3.9936 -4.0355
O 6.6544 -4.1977 -5.5084
H 5.9603 -1.7644 -0.4514
H 7.5826 -2.9297 -1.9858
H 4.5201 -3.2248 -4.9519
H 2.9272 -2.0469 -3.4127
C -0.7392 -5.1819 -0.8602
N -0.0959 -4.0744 -0.1959
C 1.2266 -3.8336 -0.7313
C -0.8981 -2.8529 -0.0883
C -1.2659 -2.1130 -1.3669
C -2.1979 -2.7285 -2.2123
C -2.5995 -2.1537 -3.4064
C -2.0764 -0.9179 -3.7599
C -1.1857 -0.2840 -2.9069
C -0.7400 -0.8452 -1.6978
H -0.1736 -6.0973 -0.6588
H -0.8074 -5.0692 -1.9551
H -1.7513 -5.3138 -0.4691
H 1.8164 -4.7529 -0.6699
H 1.7173 -3.0645 -0.1404
H 1.2149 -3.4945 -1.7790
H -0.3536 -2.1589 0.5529
H -1.8139 -3.1360 0.4444
H -2.6356 -3.6780 -1.9178
H -3.3158 -2.6589 -4.0451
H -2.3668 -0.4411 -4.6902
H -0.8262 0.7011 -3.1862
```

Löwdin population analysis, charges in e, atoms 1 to 5:
1. Rh 0.420
2. S 0.569
3. C -1.011
4. C -0.187
5. C -0.581

***

(2)
A 3-piece molecular cluster, C5H12N2O overall, computed with wB97M-V/def2-TZVPD.

Properties
Energy: -10404.504 eV
Strongest force on any atom: 3.51 eV Å⁻¹
Charge: 0
Kohn-Sham gap: 8.89 eV
Relative energy (zero: lowest compared OMol25 entry of this formula, charge and spin): 378.3 kJ/mol

The geometry in XYZ format:
```
20
C5H12N2O wB97M-V/def2-TZVPD
C 1.3698 -1.2115 0.7475
C -0.9117 -0.4451 1.1811
N -2.0009 0.1046 0.7828
O -0.8607 -1.1014 2.3683
N 0.2018 -0.4152 0.4142
H 0.0285 -1.4163 2.5736
H -1.8995 1.5190 0.0168
H -2.7719 -0.0090 1.4297
H 2.0482 -1.1797 -0.1032
H 1.1154 -2.2559 0.9536
H 1.9260 -0.8394 1.6176
C -0.3427 0.0187 -1.9555
C 0.2728 0.5547 -0.6898
C 1.3389 1.3772 -0.6924
H -1.4313 2.0828 -0.4863
H -0.2168 0.7279 -2.7694
H 0.1145 -0.9241 -2.2617
H -1.3985 -0.1773 -1.7712
H 1.8452 1.6455 0.2225
H 1.5730 1.9446 -1.5784
```

Löwdin population analysis, charges in e, atoms 1 to 5:
1. C -0.049
2. C -0.510
3. N 0.066
4. O 0.096
5. N -0.074

***

(3)
C9H30FGaO7PS4 as an isolated structure, computed with wB97M-V/def2-TZVPD.

Properties
Energy: -131876.691 eV
Strongest force on any atom: 0.71 eV Å⁻¹
Charge: -1
Kohn-Sham gap: 6.78 eV
Relative energy (zero: lowest compared OMol25 entry of this formula, charge and spin): 0.0 kJ/mol

The geometry in XYZ format:
```
53
C9H30FGaO7PS4 wB97M-V/def2-TZVPD
O 0.3035 0.4178 -0.4494
P -0.6133 0.4953 -1.6114
O -0.9280 -1.0114 -2.1287
O -2.0744 1.0332 -1.1722
C -0.0680 1.4421 -2.9775
Ga 1.0528 3.0964 -2.4084
F 0.6620 4.4116 -3.6493
H -0.3895 -1.5979 -1.5723
H -1.9265 1.6485 -0.4358
H 0.5543 0.7607 -3.5635
H -0.9080 1.7390 -3.6091
H 0.5844 3.6262 -0.9671
H 2.5802 2.7131 -2.5019
C -1.1686 -5.6233 -2.5280
S -1.6738 -4.0102 -1.9143
O -0.6590 -3.6336 -0.8835
C -3.1075 -4.5762 -1.0062
H -0.2392 -5.4859 -3.0768
H -1.0111 -6.2979 -1.6862
H -1.9390 -6.0094 -3.1958
H -2.7870 -5.3042 -0.2638
H -3.8416 -5.0069 -1.6882
H -3.5338 -3.7154 -0.4985
C -2.3108 -4.4041 4.4257
S -2.4742 -3.6126 2.8191
O -3.3259 -4.5132 1.9883
C -0.7874 -3.8646 2.2787
H -3.2894 -4.3850 4.9014
H -1.9822 -5.4344 4.2876
H -1.5952 -3.8458 5.0292
H -0.5676 -4.9327 2.2957
H -0.1129 -3.3130 2.9340
H -0.7136 -3.4848 1.2595
C -2.2863 5.1011 2.6694
S -2.5966 3.3691 3.0437
O -1.7869 2.5877 2.0856
C -4.2903 3.3459 2.4317
H -1.2500 5.3043 2.9307
H -2.4323 5.2647 1.6020
H -2.9523 5.7308 3.2606
H -4.2924 3.6452 1.3836
H -4.9075 4.0161 3.0309
H -4.6531 2.3243 2.5252
C 6.7765 2.2071 -0.4407
S 6.2048 3.8235 -0.9959
O 5.0120 3.5834 -1.8288
C 7.5871 4.1234 -2.1184
H 6.0176 1.8187 0.2353
H 6.8709 1.5490 -1.3043
H 7.7283 2.3092 0.0822
H 7.6265 3.3216 -2.8559
H 8.5183 4.1808 -1.5534
H 7.3957 5.0726 -2.6148
```

Löwdin population analysis, charges in e, atoms 1 to 5:
1. O -0.335
2. P 0.314
3. O -0.210
4. O -0.168
5. C -0.371

***

(4)
One molecule with the formula C5H8O2, computed with wB97M-V/def2-TZVPD.

Properties
Energy: -9406.043 eV
Strongest force on any atom: 0.38 eV Å⁻¹
Charge: 0
Kohn-Sham gap: 8.80 eV
Relative energy (zero: lowest compared OMol25 entry of this formula, charge and spin): 365.6 kJ/mol

The geometry in XYZ format:
```
15
C5H8O2 wB97M-V/def2-TZVPD
O 2.2187 -0.0871 0.9325
C 1.5335 -0.3504 -0.5335
C 0.1849 0.0346 -0.1916
C -0.7731 1.1286 -0.6649
C -1.9452 0.2097 -0.2032
C -0.9057 -0.8884 0.0845
O -0.9762 -2.0677 0.3733
H 2.3385 -0.9466 1.3761
H 1.7172 -1.4110 -0.7095
H 2.1287 0.2998 -1.1658
H 1.1182 0.2054 1.0795
H -0.7126 2.0995 -0.1568
H -0.7769 1.2927 -1.7490
H -2.6736 -0.0544 -0.9756
H -2.4814 0.5536 0.6837
```

Löwdin population analysis, charges in e, atoms 1 to 5:
1. O -0.015
2. C -0.034
3. C -0.287
4. C -0.141
5. C -0.086

***

(5)
C17H15ClN6S3 as an isolated structure, computed with wB97M-V/def2-TZVPD.

Properties
Energy: -71825.643 eV
Strongest force on any atom: 19.38 eV Å⁻¹
Charge: 0
Kohn-Sham gap: 8.13 eV
Relative energy (zero: lowest compared OMol25 entry of this formula, charge and spin): 1514.5 kJ/mol

The geometry in XYZ format:
```
42
C17H15ClN6S3 wB97M-V/def2-TZVPD
C 2.7950 3.5168 0.1229
C 2.1382 2.7278 1.1522
N 1.6887 1.4191 0.9711
C 1.1270 0.9409 1.9643
N 0.7787 -0.2196 1.9471
C 0.0159 -0.2141 3.2552
N 0.1091 0.9551 4.0246
N 0.9567 1.4986 3.3053
C 1.3581 2.7744 3.6017
C 1.9744 3.4596 2.4618
H 2.2078 4.3634 2.8161
C 1.0335 3.3068 5.0256
H 1.5218 4.4435 4.8614
H 1.3508 2.6993 5.6679
H 0.0164 3.2954 5.0566
S -0.9962 -1.5779 3.7725
C -1.0518 -2.3993 1.9851
C -1.4283 -1.4410 1.0406
N -2.2752 -0.7485 1.1174
N -2.4275 0.2507 0.1227
C -1.4069 -0.1483 -0.8081
S -1.5055 0.8787 -2.1728
C -0.2720 -0.2628 -3.2039
C -0.8927 -1.4542 -3.6066
C -1.9278 -1.8857 -4.0035
C -2.6082 -2.9208 -4.5499
C -1.7296 -3.8906 -4.5173
C -0.5782 -4.0817 -3.9075
C -0.0363 -2.5881 -3.5662
Cl 1.6210 -2.6201 -3.1221
H 0.0776 -4.9318 -3.8448
H -2.1156 -4.9985 -4.6624
H -3.6515 -2.9379 -4.8490
H -2.5528 -0.6575 -4.2255
H 0.0926 0.4545 -4.1491
H 0.5933 -0.4689 -2.5964
S -0.4111 -1.6722 -0.4869
H -2.1230 -3.1112 2.2204
H -0.1824 -3.0472 1.9222
H 2.1955 4.4016 0.0219
H 2.8665 2.9209 -0.7967
H 3.6541 3.9708 0.6321
```

Löwdin population analysis, charges in e, atoms 1 to 5:
1. C -0.052
2. C -0.234
3. N 0.205
4. C -0.517
5. N 0.171

***

(6)
One molecule with the formula C17H17NO2S2, computed with wB97M-V/def2-TZVPD.

Properties
Energy: -45160.875 eV
Strongest force on any atom: 0.98 eV Å⁻¹
Charge: 0
Kohn-Sham gap: 9.14 eV

The geometry in XYZ format:
```
39
C17H17NO2S2 wB97M-V/def2-TZVPD
C -5.8550 -0.5515 0.1966
C -4.4259 -0.1121 0.2660
C -4.1172 1.2341 0.4227
C -2.8034 1.6632 0.4908
C -1.7949 0.7257 0.4027
C -2.0767 -0.6166 0.2483
C -3.3921 -1.0542 0.1809
C -3.6943 -2.5112 0.0218
H -4.2893 -2.8716 0.8600
H -2.7757 -3.0890 -0.0248
H -4.2655 -2.6884 -0.8888
H -1.2526 -1.3119 0.2017
S -0.0838 1.2548 0.4293
O 0.7333 0.1678 0.8969
O 0.0153 2.5153 1.1156
C 0.2844 1.5594 -1.3408
C 1.6181 2.2872 -1.4116
C 2.6740 1.4218 -0.8168
N 3.0331 0.2983 -1.3094
C 3.9716 -0.3221 -0.5387
C 4.5541 -1.5596 -0.7955
C 5.4924 -2.0490 0.0873
C 5.8608 -1.3254 1.2202
C 5.2969 -0.0953 1.4945
C 4.3514 0.4025 0.6136
S 3.4662 1.8939 0.6790
H 5.5775 0.4657 2.3722
H 6.5974 -1.7342 1.8956
H 5.9507 -3.0092 -0.0981
H 4.2594 -2.1110 -1.6742
H 1.8689 2.5118 -2.4523
H 1.5460 3.2174 -0.8454
H -0.5323 2.1592 -1.7331
H 0.3315 0.5893 -1.8262
H -2.5480 2.7016 0.6287
H -4.9180 1.9554 0.4953
H -6.0522 -1.0660 -0.7431
H -6.0802 -1.2457 1.0051
H -6.5257 0.2997 0.2739
```

Löwdin population analysis, charges in e, atoms 1 to 5:
1. C -0.041
2. C -0.225
3. C -0.025
4. C -0.055
5. C -0.284

***

(7)
C32H16N8Rh as an isolated structure, computed with wB97M-V/def2-TZVPD.

Properties
Energy: -48369.507 eV
Strongest force on any atom: 0.57 eV Å⁻¹
Charge: +1
Kohn-Sham gap (alpha / beta): 4.04 / 4.62 eV
Relative energy (zero: lowest compared OMol25 entry of this formula, charge and spin): 0.0 kJ/mol

The geometry in XYZ format:
```
57
C32H16N8Rh wB97M-V/def2-TZVPD
Rh -0.0165 0.0032 0.1926
C 0.7067 -6.5240 -0.0851
C -0.6790 -6.5285 -0.1366
C -1.4119 -5.3377 -0.0810
C -0.6999 -4.1689 0.0312
C -1.1152 -2.7550 0.0794
N -2.3749 -2.3668 -0.0068
C -2.7503 -1.1026 -0.0442
C -4.1580 -0.6944 -0.1995
C -5.3132 -1.4180 -0.3649
C -6.5012 -0.6964 -0.5238
C -6.5028 0.6901 -0.5227
C -5.3168 1.4144 -0.3611
C -4.1599 0.6938 -0.1952
C -2.7518 1.1049 -0.0527
N -2.3733 2.3683 -0.0708
C -1.1118 2.7568 -0.0142
N -0.0132 1.9744 0.1372
C 1.0952 2.7566 0.1293
N 2.3554 2.3708 0.2246
C 2.7301 1.1068 0.2902
N 1.9367 0.0034 0.2624
C 2.7282 -1.0994 0.3322
N 2.3536 -2.3637 0.2819
C 1.0938 -2.7503 0.1820
N -0.0149 -1.9678 0.1782
C 0.6899 -4.1645 0.0810
C 1.4215 -5.3257 0.0247
C 4.1403 -0.6895 0.4343
C 5.3046 -1.4119 0.5252
C 6.5002 -0.6881 0.5913
C 6.5019 0.6983 0.5609
C 5.3081 1.4213 0.4613
C 4.1421 0.6983 0.4005
C 0.6937 4.1663 -0.0272
C 1.4277 5.3238 -0.1195
C 0.7168 6.5155 -0.3014
C -0.6672 6.5171 -0.3877
C -1.4021 5.3295 -0.2997
C -0.6940 4.1670 -0.1189
N -1.9625 0.0026 0.0457
H 1.2426 -7.4623 -0.1331
H -1.2017 -7.4718 -0.2225
H -2.4926 -5.3382 -0.1232
H -5.2965 -2.4996 -0.3720
H -7.4357 -1.2252 -0.6545
H -7.4386 1.2169 -0.6523
H -5.3034 2.4961 -0.3658
H 2.5024 -5.3041 0.0623
H 5.2905 -2.4934 0.5451
H 7.4421 -1.2149 0.6670
H 7.4449 1.2258 0.6136
H 5.2965 2.5027 0.4334
H 2.5072 5.3038 -0.0540
H 1.2544 7.4509 -0.3776
H -1.1866 7.4555 -0.5288
H -2.4813 5.3279 -0.3708
```

Löwdin population analysis, charges in e, atoms 1 to 5:
1. Rh 0.911
2. C -0.042
3. C -0.043
4. C 0.018
5. C -0.104

***

(8)
C27H23AsHfN2O6 as an isolated structure, computed with wB97M-V/def2-TZVPD.

Properties
Energy: -105747.998 eV
Strongest force on any atom: 0.29 eV Å⁻¹
Charge: +4
Kohn-Sham gap: 5.34 eV
Relative energy (zero: lowest compared OMol25 entry of this formula, charge and spin): 17.6 kJ/mol

The geometry in XYZ format:
```
60
C27H23AsHfN2O6 wB97M-V/def2-TZVPD
Hf 0.7695 -0.8765 0.0882
O -2.1824 -2.9141 -2.2915
C -1.2428 -2.5933 -1.4917
O -0.9131 -1.4205 -1.2120
C -0.4862 -3.6988 -0.8421
C -0.7099 -5.0562 -0.9895
C 0.1083 -5.9257 -0.2715
C 1.1060 -5.4091 0.5552
C 1.2515 -4.0347 0.6337
N 0.4676 -3.2004 -0.0550
C 2.2321 -3.2509 1.4529
O 3.1409 -3.7625 2.1927
O 2.1431 -2.0099 1.3915
H -2.6565 -2.1550 -2.6887
H -1.4957 -5.4230 -1.6386
H -0.0300 -6.9973 -0.3512
H 1.7374 -6.0878 1.1162
H 3.1931 -4.7332 2.2431
N 4.7272 0.1674 -2.6651
C 4.3583 0.5796 -1.2742
C 3.0327 0.0270 -0.8088
O 2.5233 0.4879 0.2437
O 2.4082 -0.9003 -1.4242
H 5.6998 0.4336 -2.8660
H 4.1444 0.6204 -3.3768
H 4.6517 -0.8451 -2.8074
H 4.3312 1.6677 -1.2136
H 5.1316 0.2323 -0.5854
C 0.7503 5.9687 0.7015
C 1.5601 4.9216 1.1288
C 1.2512 3.6164 0.7798
C 0.1083 3.3840 0.0182
C -0.7148 4.4187 -0.4119
C -0.3781 5.7207 -0.0666
As -0.3751 1.5881 -0.4586
C -2.2476 1.4908 -0.8771
C -2.8652 1.9890 -2.0087
C -4.2481 1.8596 -2.1262
C -4.9830 1.2228 -1.1342
C -4.3511 0.7001 -0.0121
C -2.9730 0.8302 0.1277
C -2.1850 0.3405 1.2678
C -2.6873 -0.3221 2.3963
C -1.8375 -0.7351 3.4100
C -0.4614 -0.4932 3.3416
C 0.0581 0.1991 2.2532
C -0.8045 0.6158 1.2102
H 1.0003 6.9851 0.9747
H 2.4309 5.1257 1.7375
H 1.8854 2.8041 1.1125
H -1.6096 4.2247 -0.9875
H -1.0072 6.5385 -0.3909
H -2.3019 2.4907 -2.7854
H -4.7522 2.2687 -2.9919
H -6.0574 1.1409 -1.2294
H -4.9452 0.2170 0.7533
H -3.7494 -0.5091 2.4911
H -2.2476 -1.2357 4.2779
H 0.1873 -0.7905 4.1559
H 1.1093 0.5027 2.2787
```

Löwdin population analysis, charges in e, atoms 1 to 5:
1. Hf 1.813
2. O 0.292
3. C -0.369
4. O -0.051
5. C -0.124